[1]
The following is a DFT calculation (ωB97M-V/def2-TZVPD) of a structure of composition C20H15AuBrF5N2O2SSeSi in a non-equilibrium geometry.

Results
Net charge: 0
2S+1: 1
Frontier orbital gap (spin up / spin down) (eV): 3.96 / 3.95
E_LUMO (spin up / spin down) (eV): -3.42 / -3.43

Last column: Löwdin charge in e.
CARTESIAN COORDINATES (ANGSTROEM)
Au (0.947831, 1.018195, -0.537350)  0.9235
Br (1.205174, 1.357123, 2.877986)  0.7698
C (2.203725, 2.566635, 1.830240)  -0.7113
C (3.046865, 3.479794, 2.440821)  -0.0855
C (3.760043, 4.354399, 1.636368)  -0.0196
C (3.584806, 4.296840, 0.264462)  0.0250
C (2.706634, 3.361753, -0.257731)  -0.1543
N (2.046557, 2.503580, 0.514908)  -0.0528
C (2.422649, 3.314721, -1.776272)  -0.6362
O (3.080505, 4.054386, -2.478230)  0.0717
O (1.511422, 2.520426, -2.134469)  -0.0980
H (3.137094, 3.488206, 3.514609)  0.1064
H (4.434258, 5.070445, 2.081654)  0.1191
H (4.105142, 4.944940, -0.423794)  0.1276
C (1.117084, -4.781159, 0.453859)  -0.1779
Si (1.164770, -4.418136, -1.410942)  0.5699
C (2.906529, -4.040740, -2.073238)  -0.1758
C (0.405055, -5.866959, -2.385189)  -0.1796
C (0.115448, -2.855177, -1.735876)  -0.2341
C (-0.969963, -2.829688, -2.595950)  -0.0533
C (-1.673183, -1.651145, -2.835033)  -0.0359
C (-1.242490, -0.487899, -2.231315)  -0.1125
N (-0.199681, -0.492324, -1.412307)  -0.1266
C (0.450758, -1.633861, -1.146656)  -0.7501
S (1.719892, -1.367041, -0.015129)  0.6836
H (1.650983, -5.695028, 0.693137)  0.0278
H (0.096847, -4.893597, 0.808340)  0.0339
H (1.573699, -3.972532, 1.014782)  -0.0102
H (3.566098, -4.892231, -1.944261)  0.0272
H (3.345022, -3.197958, -1.549724)  -0.0045
H (2.884921, -3.797534, -3.131686)  0.0333
H (0.979865, -6.770428, -2.209556)  0.0280
H (0.409477, -5.686870, -3.455167)  0.0281
H (-0.616809, -6.071660, -2.083191)  0.0285
H (-1.272767, -3.742883, -3.084773)  0.1025
H (-2.531147, -1.629118, -3.487367)  0.1103
H (-1.721851, 0.468234, -2.381633)  0.1084
F (-6.226115, 3.552745, 4.309135)  0.1252
C (-5.248507, 3.204811, 3.469310)  -0.1273
C (-5.137863, 1.883985, 3.033011)  -0.1421
F (-6.013553, 0.966712, 3.450607)  0.1179
C (-4.119282, 1.534002, 2.158514)  -0.2610
F (-4.012047, 0.274088, 1.723590)  0.0680
C (-3.197792, 2.476173, 1.702252)  -0.5484
Se (-1.863228, 2.008633, 0.457284)  0.6799
C (-3.321456, 3.787707, 2.156014)  -0.2623
F (-2.439611, 4.695711, 1.723242)  0.0667
C (-4.333907, 4.161611, 3.026574)  -0.1415
F (-4.437900, 5.428114, 3.436138)  0.1187

Cartesian forces, eV/Å:
Au -0.5 -0.2 0.4
Br 0.2 0.2 0.0
C -0.2 -0.4 0.8
C -0.1 -0.1 -0.1
C -0.1 -0.1 -0.1
C -0.1 -0.2 0.1
C 0.3 0.5 -0.8
N -0.3 -0.9 -0.3
C 0.7 0.6 0.5
O 0.1 0.2 -0.1
O -1.1 -1.1 0.0
H 0.0 0.0 0.0
H 0.1 0.0 0.0
H -0.1 0.0 -0.1
C 0.1 0.1 -0.7
Si 0.1 -0.2 -0.1
C -0.6 -0.2 0.3
C 0.2 0.6 0.4
C 0.1 -0.2 0.1
C 0.0 0.1 0.1
C 0.1 0.2 0.1
C -0.5 0.4 -0.4
N 1.0 0.2 0.3
C 0.0 -0.3 0.0
S 0.2 1.1 0.4
H 0.1 -0.2 0.0
H -0.2 0.0 0.0
H 0.1 0.1 0.1
H 0.1 -0.2 0.1
H 0.1 0.1 0.1
H -0.1 0.0 -0.2
H 0.2 -0.2 0.1
H 0.0 0.1 -0.2
H -0.2 0.0 0.1
H -0.1 -0.1 -0.1
H 0.0 0.0 0.0
H -0.1 0.1 -0.1
F 0.2 -0.1 -0.2
C 0.3 -0.1 -0.2
C 0.1 0.1 -0.1
F 0.0 0.1 0.0
C 0.2 0.2 -0.1
F -0.3 0.1 0.4
C 0.4 -0.1 0.4
Se 0.2 -0.1 -1.1
C 0.1 -0.2 -0.1
F -0.4 0.1 0.4
C 0.0 -0.1 -0.1
F -0.1 -0.1 0.0

---

[2]
The following is a DFT calculation (ωB97M-V/def2-TZVPD) of the molecule C20H15BrN2O2S.

Results
Net charge: 0
SMILES: O=S(=O)(c1ccc(Br)cc1)n1c(Cc2ccccc2)nc2ccccc21
2S+1: 1
Frontier orbital gap (eV): 8.80
E_LUMO (eV): -0.02

Last column: Löwdin charge in e.
CARTESIAN COORDINATES (ANGSTROEM)
O (-0.083766, 0.990819, 2.664245)  -0.2493
S (-0.231910, 0.099421, 1.559513)  0.7294
O (0.194627, -1.253134, 1.700314)  -0.2314
C (-1.933609, 0.136135, 1.008469)  -0.2737
C (-2.505179, 1.353506, 0.690137)  -0.0367
C (-3.823522, 1.394531, 0.270635)  -0.1002
C (-4.539023, 0.208297, 0.185145)  -0.6710
Br (-6.344533, 0.259221, -0.387942)  0.7594
C (-3.967313, -1.013461, 0.510868)  -0.1024
C (-2.647616, -1.044510, 0.927892)  -0.0555
N (0.553825, 0.811399, 0.239809)  -0.0323
C (0.601016, 0.338678, -1.067972)  -0.3255
C (0.062824, -0.984951, -1.467551)  -0.0574
C (0.830702, -2.138592, -0.866928)  -0.2454
C (0.177357, -3.318388, -0.542071)  -0.0605
C (0.877740, -4.383405, -0.006198)  -0.0802
C (2.240655, -4.279606, 0.209077)  -0.0890
C (2.900339, -3.109698, -0.123839)  -0.0729
C (2.200098, -2.046257, -0.663789)  -0.0385
N (1.153178, 1.167031, -1.890643)  0.1913
C (1.513778, 2.271795, -1.151681)  -0.2183
C (2.139705, 3.445952, -1.546315)  -0.0139
C (2.373345, 4.399894, -0.576397)  -0.0929
C (1.998295, 4.195589, 0.750796)  -0.0839
C (1.377244, 3.030227, 1.164028)  -0.0179
C (1.139737, 2.072749, 0.195094)  -0.1768
H (-1.920945, 2.256264, 0.777094)  0.1246
H (-4.292544, 2.331876, 0.014888)  0.1076
H (-4.546767, -1.920971, 0.440268)  0.1072
H (-2.155803, -1.967077, 1.194254)  0.1157
H (0.134024, -1.031375, -2.558713)  0.1379
H (-0.991749, -1.059997, -1.187978)  0.1095
H (-0.887895, -3.403520, -0.708123)  0.1099
H (0.357198, -5.294941, 0.249120)  0.1022
H (2.786570, -5.107740, 0.636140)  0.1004
H (3.964545, -3.023116, 0.039331)  0.1038
H (2.717949, -1.135111, -0.927408)  0.1171
H (2.427778, 3.591464, -2.574586)  0.1109
H (2.858638, 5.325632, -0.847357)  0.1000
H (2.200197, 4.966907, 1.478634)  0.1019
H (1.090827, 2.868460, 2.189751)  0.0971

Cartesian forces, eV/Å:
O 0.0 0.3 -0.3
S -0.4 -0.1 0.1
O -0.2 0.2 -0.2
C 0.5 -0.1 0.2
C -0.1 0.1 0.0
C 0.0 -0.1 0.0
C -0.1 -0.1 0.0
Br 0.1 0.0 0.0
C -0.1 0.1 0.0
C 0.1 -0.1 0.1
N -0.1 -0.2 0.4
C -0.2 -0.3 -0.5
C 0.0 -0.2 -0.1
C 0.1 -0.2 -0.2
C 0.0 0.0 -0.1
C -0.1 -0.1 0.0
C 0.1 -0.1 0.1
C 0.1 0.0 0.0
C -0.1 0.0 -0.1
N -0.1 -0.4 -0.3
C -0.2 0.0 0.9
C -0.1 -0.1 0.1
C 0.1 0.1 -0.1
C 0.0 0.0 0.1
C 0.0 0.1 0.2
C 0.4 0.8 -0.2
H 0.0 0.2 0.0
H 0.0 0.1 0.0
H 0.0 0.0 0.0
H 0.0 -0.2 0.0
H -0.1 0.1 0.1
H 0.0 0.0 -0.1
H -0.1 0.0 0.0
H 0.0 -0.1 0.0
H 0.0 -0.1 0.0
H 0.1 0.0 0.0
H 0.1 0.1 0.0
H 0.0 0.0 -0.1
H 0.0 0.1 0.0
H 0.0 0.1 0.1
H 0.0 0.1 0.1